The following is a quantum chemistry calculation of a structure of composition C3H7N2O at a distorted geometry, from the Open Molecules 2025 dataset.

Each line ends with the Löwdin charge.
Cartesian coordinates (Å):
C  -1.29  0.64  0.38  -0.126
C  -0.81  -0.42  1.14  -0.004
C  0.94  0.02  -0.48  -0.183
N  -0.37  1.31  -0.35  0.115
N  0.61  -0.61  0.76  0.098
O  0.90  -0.80  -1.59  0.083
H  -2.27  0.96  0.25  0.119
H  -1.32  -1.08  1.78  0.101
H  1.86  0.52  -0.54  0.145
H  -0.73  1.57  -1.27  0.122
H  1.13  -0.02  1.41  0.190
H  0.94  -1.60  0.86  0.221
H  0.42  -0.50  -2.35  0.119

## Properties
- HOMO-LUMO gap (eV) = 10.15
- energy relative to the best compared isomer or geometry (same formula, charge and spin) (kcal/mol) = 78.1
- E_HOMO (eV) = -13.7
- total charge = +1


The following is a quantum chemistry calculation of the ion C3H7N2O2 with charge +1 at a distorted geometry, from the Open Molecules 2025 dataset.

Each line ends with the Löwdin charge.
Cartesian coordinates (Å):
C  -0.92  0.83  0.09  -0.009
C  -2.13  -0.24  -0.01  -0.121
C  0.46  0.23  0.01  -0.228
N  0.61  -1.13  0.04  0.057
N  1.48  1.10  -0.03  0.234
O  1.91  -1.51  0.15  0.051
O  -1.98  -1.43  0.04  0.086
H  -0.92  1.43  -0.75  0.101
H  -0.97  1.58  0.92  0.156
H  -3.03  0.24  0.16  0.105
H  1.96  -2.25  -0.47  0.139
H  2.45  1.04  -0.29  0.151
H  1.14  1.99  0.27  0.121
H  -0.05  -1.88  -0.14  0.157

## Properties
- HOMO-LUMO gap (eV) = 11.00
- energy relative to the best compared isomer or geometry (same formula, charge and spin) (kcal/mol) = 51.9
- E_HOMO (eV) = -14.7
- total charge = +1


The following is a quantum chemistry calculation of the ion C3H7N2O2 with charge +1 at a distorted geometry, from the Open Molecules 2025 dataset.

Each line ends with the Löwdin charge.
Cartesian coordinates (Å):
C  0.61  0.74  -1.13  -0.073
C  -0.15  1.46  -0.43  -0.095
C  0.09  -1.20  0.22  -0.422
N  0.53  -0.62  -1.05  0.065
N  -0.77  -0.18  0.87  0.158
O  -0.76  2.43  0.03  0.228
O  1.03  -1.80  1.03  0.070
H  1.10  1.28  -2.01  0.201
H  -0.49  -2.12  0.03  0.166
H  1.30  -1.26  -1.26  0.165
H  -0.65  -0.02  1.92  0.173
H  -1.71  -0.07  0.61  0.100
H  -1.62  2.51  -0.36  0.164
H  1.50  -1.15  1.55  0.102

## Properties
- HOMO-LUMO gap (eV) = 9.68
- energy relative to the best compared isomer or geometry (same formula, charge and spin) (kcal/mol) = 73.0
- E_HOMO (eV) = -13.9
- total charge = +1


The following is a quantum chemistry calculation of a cluster of 2 separate species, C3H7N2O2 in total at a distorted geometry, from the Open Molecules 2025 dataset.

Each line ends with the Löwdin charge.
Cartesian coordinates (Å):
C  1.96  0.53  -0.37  -0.388
C  -0.51  0.16  1.00  0.119
C  -1.14  0.68  -0.28  -0.351
N  1.70  0.81  0.76  0.205
N  -0.24  -1.31  0.74  0.144
O  2.10  -0.04  -1.36  0.214
O  -1.23  -0.20  -1.28  -0.041
H  -0.88  1.70  -0.46  0.119
H  -2.25  0.93  0.09  0.169
H  1.98  1.48  1.41  0.101
H  -0.58  -1.59  -0.27  0.188
H  -0.87  -1.90  1.44  0.226
H  0.74  -1.46  0.65  0.118
H  -0.77  0.22  -2.08  0.179

## Properties
- HOMO-LUMO gap (spin up / spin down) (eV) = 9.13 / 8.72
- <S²> = 2.01
- energy relative to the best compared isomer or geometry (same formula, charge and spin) (kcal/mol) = 46.9
- E_HOMO (spin up / spin down) (eV) = -12.7 / -15.1
- 2S+1 = 3
- total charge = +1


The following is a quantum chemistry calculation of a cluster of 2 separate species, C3H7N2O2S in total at a distorted geometry, from the Open Molecules 2025 dataset.

Each line ends with the Löwdin charge.
Cartesian coordinates (Å):
C  -1.25  -1.23  0.07  -0.150
C  -2.20  -0.12  0.00  -0.152
C  -0.74  0.13  -0.13  -0.448
N  0.86  1.67  0.32  -0.062
N  0.08  0.67  0.87  -0.048
O  2.60  0.26  -1.08  -0.650
O  3.67  -0.97  0.86  -0.657
S  2.52  -0.80  -0.06  0.566
H  -1.13  -1.58  1.10  0.113
H  -1.31  -1.88  -0.71  0.064
H  -2.74  0.01  -0.87  0.050
H  -2.80  0.32  0.90  0.133
H  -0.23  0.21  -1.21  0.167
H  0.85  1.77  -0.67  0.034
H  1.82  1.54  0.61  0.041

## Properties
- HOMO-LUMO gap (spin up / spin down) (eV) = 5.36 / 7.37
- energy relative to the best compared isomer or geometry (same formula, charge and spin) (kcal/mol) = 109.2
- E_HOMO (spin up / spin down) (eV) = -1.6 / -3.5
- total charge = -1


The following is a quantum chemistry calculation of the ion C3H7N2O2S with charge +1 at a distorted geometry, from the Open Molecules 2025 dataset.

Each line ends with the Löwdin charge.
Cartesian coordinates (Å):
C  -0.48  1.00  -0.58  -0.543
C  0.65  -1.07  0.87  -0.103
C  -1.24  -0.27  -0.21  -0.193
N  0.29  1.45  0.46  -0.116
N  -1.59  -1.06  -1.21  0.151
O  -0.75  1.69  -1.50  0.164
O  2.55  0.23  0.64  -0.271
S  1.22  0.47  1.49  1.171
H  -0.11  -1.73  1.42  0.123
H  1.21  -1.48  0.17  0.014
H  -1.86  -0.18  0.66  0.127
H  0.51  2.41  0.47  0.118
H  -2.52  -1.48  -1.35  0.145
H  3.12  1.01  0.68  0.098
H  -1.02  -0.98  -2.01  0.114

## Properties
- HOMO-LUMO gap (spin up / spin down) (eV) = 5.93 / 7.96
- <S²> = 2.01
- energy relative to the best compared isomer or geometry (same formula, charge and spin) (kcal/mol) = 0.0
- E_HOMO (spin up / spin down) (eV) = -10.4 / -14.5
- 2S+1 = 3
- total charge = +1


The following is a quantum chemistry calculation of the ion C3H7N2O3 with charge -1 at a distorted geometry, from the Open Molecules 2025 dataset.

Each line ends with the Löwdin charge.
Cartesian coordinates (Å):
C  0.33  -1.03  1.32  -0.073
C  0.61  1.12  -1.52  -0.036
C  -0.56  0.05  0.59  -0.245
N  0.44  1.05  0.00  -0.223
N  -1.50  -0.59  -0.32  -0.474
O  1.60  1.01  0.65  -0.202
O  -2.70  -0.16  -0.33  -0.146
O  -1.04  -1.31  -1.22  -0.124
H  -0.19  -1.85  1.79  0.062
H  1.11  -1.48  0.77  0.051
H  0.88  -0.71  2.21  0.061
H  1.74  1.35  -1.58  0.092
H  0.38  0.10  -1.86  0.053
H  0.03  1.98  -1.91  0.071
H  -1.12  0.47  1.42  0.131

## Properties
- HOMO-LUMO gap (spin up / spin down) (eV) = 5.43 / 8.29
- energy relative to the best compared isomer or geometry (same formula, charge and spin) (kcal/mol) = 208.4
- E_HOMO (spin up / spin down) (eV) = -1.4 / -4.1
- total charge = -1


The following is a quantum chemistry calculation of a structure of composition C3H7N2O3 at a distorted geometry, from the Open Molecules 2025 dataset.

Each line ends with the Löwdin charge.
Cartesian coordinates (Å):
C  -0.38  0.77  0.15  0.032
C  0.55  -1.41  -0.95  -0.026
C  0.70  -0.79  0.42  -0.268
N  -1.54  0.88  0.63  0.295
N  0.16  1.94  -0.62  -0.348
O  1.16  1.75  -1.24  0.170
O  -0.49  2.94  -0.49  0.142
O  0.11  -1.47  1.40  0.056
H  -0.47  -1.73  -1.13  0.102
H  0.88  -0.73  -1.73  0.087
H  1.18  -2.30  -0.99  0.109
H  1.67  -0.34  0.62  0.153
H  -1.96  0.14  1.20  0.172
H  -2.09  1.74  0.45  0.175
H  0.54  -1.38  2.27  0.150

## Properties
- HOMO-LUMO gap (eV) = 9.52
- energy relative to the best compared isomer or geometry (same formula, charge and spin) (kcal/mol) = 92.5
- E_HOMO (eV) = -15.7
- total charge = +1


The following is a quantum chemistry calculation of an isolated molecule of C3H7N2OP at a distorted geometry, from the Open Molecules 2025 dataset.

Each line ends with the Löwdin charge.
Cartesian coordinates (Å):
C  -0.93  -2.45  -0.16  -0.123
C  -0.82  -1.03  -0.64  -0.333
C  0.81  1.81  0.00  -0.109
N  -1.63  -1.64  0.47  0.113
N  1.90  -1.18  -0.70  -0.095
O  0.66  -0.80  1.57  -0.340
P  0.69  -0.42  0.17  0.582
H  -0.36  -3.34  -0.26  0.110
H  -1.38  -0.56  -1.43  0.078
H  1.57  2.16  -0.68  -0.013
H  -0.17  2.12  -0.38  -0.006
H  1.02  2.15  1.05  0.027
H  2.10  -0.92  -1.72  0.098
H  2.72  -1.19  -0.18  0.011

## Properties
- HOMO-LUMO gap (eV) = 10.13
- energy relative to the best compared isomer or geometry (same formula, charge and spin) (kcal/mol) = 22.4
- E_HOMO (eV) = -9.4


The following is a quantum chemistry calculation of a structure of composition C3H7N2OS at a distorted geometry, from the Open Molecules 2025 dataset.

Each line ends with the Löwdin charge.
Cartesian coordinates (Å):
C  -0.16  -0.12  -1.36  -0.150
C  -0.08  -1.79  0.16  -0.248
C  0.26  0.73  -0.18  -0.560
N  -0.19  -1.35  -1.21  0.125
N  -0.87  1.29  0.65  0.190
O  0.35  -0.70  0.91  -0.169
S  1.82  1.65  0.15  0.864
H  -0.11  0.42  -2.30  0.138
H  -1.07  -2.19  0.55  0.155
H  0.71  -2.53  0.24  0.131
H  -0.30  1.59  1.46  0.150
H  -1.43  0.47  0.97  0.188
H  -1.39  2.09  0.24  0.192
H  2.45  0.44  -0.28  -0.007

## Properties
- HOMO-LUMO gap (eV) = 10.13
- energy relative to the best compared isomer or geometry (same formula, charge and spin) (kcal/mol) = 90.3
- E_HOMO (eV) = -14.6
- total charge = +1


The following is a quantum chemistry calculation of a structure of composition C3H7N2OS at a distorted geometry, from the Open Molecules 2025 dataset.

Each line ends with the Löwdin charge.
Cartesian coordinates (Å):
C  0.00  -1.32  -0.17  -0.204
C  -0.65  -0.40  0.79  -0.396
C  1.80  0.29  0.02  -0.350
N  -1.61  1.84  -0.61  -0.288
N  1.42  -0.89  -0.36  0.098
O  2.65  0.98  0.34  0.259
S  -0.35  1.38  0.41  1.022
H  0.10  -2.28  0.38  0.146
H  -0.61  -1.50  -1.08  0.146
H  -1.68  -0.65  1.17  0.129
H  -0.05  -0.53  1.72  0.109
H  -1.73  2.84  -0.52  0.037
H  2.19  -1.58  -0.42  0.204
H  -1.48  1.82  -1.66  0.088

## Properties
- HOMO-LUMO gap (eV) = 9.04
- energy relative to the best compared isomer or geometry (same formula, charge and spin) (kcal/mol) = 54.8
- E_HOMO (eV) = -14.0
- total charge = +1


The following is a quantum chemistry calculation of the ion C3H7N2OS with charge +1 at a distorted geometry, from the Open Molecules 2025 dataset.

Each line ends with the Löwdin charge.
Cartesian coordinates (Å):
C  -0.94  -0.76  0.60  -0.235
C  -1.81  0.09  -0.32  -0.698
C  0.76  0.56  -0.42  -0.371
N  1.99  1.13  -0.63  0.138
N  0.43  -0.83  0.19  0.141
O  1.18  1.45  0.55  0.037
S  -2.76  1.26  0.15  0.932
H  -1.16  -0.51  1.65  0.152
H  -1.24  -1.75  0.64  0.112
H  0.21  1.02  -1.25  0.171
H  -1.31  -0.04  -1.25  0.050
H  2.82  0.72  -0.16  0.149
H  1.03  -1.08  0.96  0.190
H  0.81  -1.25  -0.71  0.230

## Properties
- HOMO-LUMO gap (spin up / spin down) (eV) = 7.57 / 8.40
- <S²> = 2.01
- energy relative to the best compared isomer or geometry (same formula, charge and spin) (kcal/mol) = 98.3
- E_HOMO (spin up / spin down) (eV) = -11.4 / -14.9
- 2S+1 = 3
- total charge = +1


The following is a quantum chemistry calculation of the ion C3H7N2OS with charge +1 at a distorted geometry, from the Open Molecules 2025 dataset.

Each line ends with the Löwdin charge.
Cartesian coordinates (Å):
C  0.64  -0.92  0.19  -0.027
C  0.18  -0.24  -0.82  -0.191
C  -0.20  -0.75  1.42  -0.181
N  -0.90  0.59  1.15  -0.484
N  0.38  0.02  -2.23  0.270
O  -1.00  0.65  -0.27  -0.146
S  0.05  1.90  1.90  0.873
H  1.45  -1.60  0.24  0.121
H  -0.99  -1.62  1.40  0.164
H  0.45  -0.68  2.36  0.123
H  1.21  -0.32  -2.71  0.181
H  0.11  1.00  -2.45  0.200
H  -0.42  -0.52  -2.70  0.221
H  -0.96  2.48  2.51  -0.124

## Properties
- HOMO-LUMO gap (spin up / spin down) (eV) = 4.67 / 6.36
- <S²> = 2.01
- energy relative to the best compared isomer or geometry (same formula, charge and spin) (kcal/mol) = 119.6
- E_HOMO (spin up / spin down) (eV) = -8.7 / -12.7
- 2S+1 = 3
- total charge = +1


The following is a quantum chemistry calculation of a cluster of 2 separate species, C3H7N2P in total at a distorted geometry, from the Open Molecules 2025 dataset.

Each line ends with the Löwdin charge.
Cartesian coordinates (Å):
C  -0.41  -1.16  -0.32  -0.296
C  0.08  0.28  -0.50  -0.596
C  1.42  0.61  0.15  -0.147
N  -1.70  -1.21  0.23  -0.114
N  -2.32  -0.17  0.41  -0.313
P  -1.50  1.24  -0.07  0.863
H  -0.34  -1.68  -1.28  0.104
H  0.35  -1.88  0.28  0.160
H  0.07  0.50  -1.62  0.095
H  2.29  0.16  -0.35  0.081
H  1.52  0.26  1.20  0.080
H  1.53  1.64  0.06  0.034
H  -1.01  1.42  1.82  0.047

## Properties
- HOMO-LUMO gap (eV) = 8.68
- energy relative to the best compared isomer or geometry (same formula, charge and spin) (kcal/mol) = 33.1
- E_HOMO (eV) = -9.0


The following is a quantum chemistry calculation of an isolated molecule of C3H7N2P at a distorted geometry, from the Open Molecules 2025 dataset.

Each line ends with the Löwdin charge.
Cartesian coordinates (Å):
C  2.19  0.36  -0.39  -0.151
C  -2.02  1.00  0.07  -0.102
C  -0.26  -1.30  -0.58  -0.290
N  1.56  0.69  0.64  -0.127
N  -0.97  0.98  0.78  -0.182
P  0.07  -0.31  0.78  0.692
H  -2.68  2.01  -0.07  0.119
H  2.01  -0.43  -1.12  0.056
H  -2.39  0.18  -0.50  0.033
H  3.03  1.02  -0.51  0.058
H  -1.23  -1.66  -0.48  -0.069
H  0.47  -2.10  -0.71  -0.025
H  0.22  -0.44  2.10  -0.012

## Properties
- HOMO-LUMO gap (eV) = 8.75
- energy relative to the best compared isomer or geometry (same formula, charge and spin) (kcal/mol) = 33.1
- E_HOMO (eV) = -8.2


The following is a quantum chemistry calculation of the ion C3H7N2S with charge +1 at a distorted geometry, from the Open Molecules 2025 dataset.

Each line ends with the Löwdin charge.
Cartesian coordinates (Å):
C  -0.14  -0.76  -0.04  -0.394
C  -0.10  0.52  0.68  -0.180
C  0.72  1.63  -0.05  -0.456
N  0.69  -0.81  -1.07  -0.124
N  -0.97  -1.75  0.34  0.194
S  1.58  0.79  -1.40  0.952
H  -1.18  0.99  0.86  0.182
H  0.29  0.34  1.63  0.109
H  -0.15  2.37  -0.38  0.131
H  1.44  2.04  0.78  0.129
H  0.78  -1.37  -1.93  0.140
H  -1.74  -1.49  0.96  0.139
H  -1.22  -2.50  -0.37  0.178

## Properties
- HOMO-LUMO gap (eV) = 9.33
- energy relative to the best compared isomer or geometry (same formula, charge and spin) (kcal/mol) = 27.4
- E_HOMO (eV) = -13.4
- total charge = +1


The following is a quantum chemistry calculation of the ion C3H7N2S with charge +1 at a distorted geometry, from the Open Molecules 2025 dataset.

Each line ends with the Löwdin charge.
Cartesian coordinates (Å):
C  0.79  0.25  1.59  -0.388
C  -1.38  -1.95  -0.47  -0.066
C  1.28  2.12  -0.42  -0.211
N  -0.09  -1.54  0.00  0.066
N  0.00  -0.50  0.72  -0.079
S  1.42  1.66  1.41  1.078
H  -2.02  -1.14  -0.63  0.055
H  -1.38  -2.50  -1.45  0.114
H  -1.84  -2.68  0.39  0.171
H  1.33  3.10  -0.67  0.023
H  0.48  1.43  -0.74  0.051
H  2.27  1.81  -0.66  0.035
H  -0.86  -0.03  0.94  0.151

## Properties
- HOMO-LUMO gap (eV) = 8.53
- energy relative to the best compared isomer or geometry (same formula, charge and spin) (kcal/mol) = 144.1
- E_HOMO (eV) = -14.1
- total charge = +1


The following is a quantum chemistry calculation of a cluster of 2 separate species, C3H7N2S in total, from the Open Molecules 2025 dataset.

Each line ends with the Löwdin charge.
Cartesian coordinates (Å):
C  -2.32  -0.55  0.20  -0.538
C  1.67  0.69  -0.10  -0.181
C  2.67  0.54  0.68  0.079
N  0.65  0.83  -0.78  0.063
N  -1.41  -1.40  -0.19  0.116
S  -2.12  1.10  0.28  0.917
H  -3.29  -0.93  0.48  0.099
H  3.21  -0.39  0.76  0.086
H  3.03  1.36  1.28  0.091
H  -0.73  1.06  -0.20  -0.093
H  0.73  1.17  -1.73  0.125
H  -1.59  -2.40  -0.20  0.143
H  -0.49  -1.08  -0.48  0.092

## Properties
- HOMO-LUMO gap (eV) = 9.66
- energy relative to the best compared isomer or geometry (same formula, charge and spin) (kcal/mol) = 43.2
- E_HOMO (eV) = -13.8
- total charge = +1